DFT (ωB97M-V/def2-TZVPD) results for a cluster of 2 separate species, C2H5PS in total at a distorted geometry.

Cartesian coordinates (Å):
C1 1.474 -0.550 -0.596
C2 0.749 0.682 -0.937
P1 -2.352 0.487 0.005
S1 1.774 0.953 0.416
H1 0.961 -1.282 0.021
H2 2.413 -0.946 -1.041
H3 0.864 1.138 -1.964
H4 -2.080 -0.206 1.254
H5 -3.511 -0.444 -0.279

Atoms 1-2, force components in eV/Å:
C 0.58 -0.55 1.00
C 0.81 -0.24 -1.87

Calculated values
HOMO level (spin up / spin down) = -8.10 / -8.73 eV
2S+1 = 1
Orbital gap (spin up / spin down) = 0.2579 / 0.3046 hartree
Energy above the lowest of the compared OMol25 structures with the same formula, charge and spin = 337.8 kJ/mol
LUMO (spin up / spin down) = -1.1 / -0.4 eV

---

DFT (ωB97M-V/def2-TZVPD) results for a cluster of 2 separate species, C2H5S in total.

Cartesian coordinates (Å):
S1 1.634 -0.756 2.520
H1 2.125 -1.399 1.460
C1 -0.574 -0.297 -0.578
C2 -0.685 1.005 -0.758
H2 -0.049 -0.701 0.286
H3 -0.996 -1.018 -1.278
H4 -0.258 1.709 -0.049
H5 -1.196 1.456 -1.603

Atoms 1-2, force components in eV/Å:
S -0.13 0.13 0.20
H 0.14 -0.14 -0.22

Calculated values
Charge = -1
HOMO level = -2.46 eV
2S+1 = 1
Orbital gap = 0.2449 hartree
Energy above the lowest of the compared OMol25 structures with the same formula, charge and spin = 58.6 kJ/mol
LUMO = 4.2 eV

---

DFT (ωB97M-V/def2-TZVPD) results for the ion C2H5S with charge -1.

Cartesian coordinates (Å):
C1 -0.713 0.305 0.171
C2 0.703 -0.149 -0.179
S1 1.052 -1.910 0.186
H1 -0.941 0.277 1.235
H2 -1.446 -0.282 -0.382
H3 -0.841 1.342 -0.171
H4 1.369 0.499 0.403
H5 0.818 -0.081 -1.262

Atoms 1-2, force components in eV/Å:
C -0.03 0.34 -0.62
C -0.44 -0.71 0.47

Calculated values
Charge = -1
HOMO level = -2.04 eV
2S+1 = 1
SMILES = CC[S-]
Orbital gap = 0.2432 hartree
Energy above the lowest of the compared OMol25 structures with the same formula, charge and spin = 7.6 kJ/mol
LUMO = 4.6 eV

---

DFT (ωB97M-V/def2-TZVPD) results for a cluster of 2 separate species, C2H6 in total at a distorted geometry.

Cartesian coordinates (Å):
C1 0.736 0.081 0.059
C2 -0.732 0.234 0.054
H1 1.246 -0.581 0.815
H2 1.095 -0.513 -0.875
H3 1.111 1.076 -0.055
H4 -1.026 -1.369 0.056
H5 -1.046 0.487 -0.957
H6 -1.384 0.585 0.903

Atoms 1-2, force components in eV/Å:
C 1.99 -1.72 -1.06
C -2.14 -5.82 0.15

Calculated values
HOMO level = -9.85 eV
2S+1 = 1
Orbital gap = 0.3978 hartree
Energy above the lowest of the compared OMol25 structures with the same formula, charge and spin = 248.6 kJ/mol
LUMO = 1.0 eV